The following is a DFT calculation (ωB97M-V/def2-TZVPD) of a 7-piece molecular cluster, C51H64F48N3O7S2 overall.

Its LUMO energy is -2.33 eV. The frontier orbital gap comes out at 8.088 eV. The total charge is +1. The multiplicity is 1.

Geometry as XYZ:
```
175
Properties=species:S:1:pos:R:3:mulliken_charge:R:1
C 0.42580 2.39016 -2.14926 -1.097
C 0.69598 2.11391 -0.64812 -0.175
C -0.28854 1.07277 -0.02622 -1.024
C 0.42521 -0.26755 0.30471 -0.397
N -0.29265 -1.42180 -0.28551 0.656
C -0.95852 -2.30236 0.69715 -1.394
C -2.45708 -2.37767 0.33575 0.188
C -3.06018 -3.77413 0.57638 -0.995
C -4.57322 -3.79094 0.76923 -0.948
N -5.37312 -3.61900 -0.49268 0.906
C -5.51301 -2.20891 -0.94372 -2.051
C -6.51246 -2.03436 -2.11621 1.060
C -7.76779 -1.28413 -1.55692 -1.176
C -7.75230 0.24021 -1.83343 -0.599
C -6.38313 0.93284 -1.64426 -0.775
C -7.02716 -3.36344 -2.75952 -1.339
C -6.17289 -4.65675 -2.52887 -1.018
C -4.94008 -4.46123 -1.63931 -0.142
N -3.87427 -3.83153 -2.42379 -0.394
C -3.06254 -4.65922 -2.83690 0.717
O -2.20520 -5.46196 -2.95165 -0.452
C 0.51308 -2.14029 -1.18954 -0.378
S 0.09033 -2.19490 -2.75759 -0.173
S 1.98506 -2.96598 -0.59569 -0.065
C 3.24959 -2.57021 -1.84303 -0.803
C 3.41161 -3.70216 -2.87998 -0.257
C 4.34222 -4.81585 -2.35241 -1.198
H 1.16398 1.86683 -2.76232 0.231
H -0.55578 2.02986 -2.47142 0.368
H 0.46010 3.45524 -2.37056 0.192
H 1.73372 1.80335 -0.53512 0.090
H 0.54836 3.05808 -0.12064 0.388
H -1.07668 0.91442 -0.76005 0.380
H -0.66740 1.51536 0.89751 0.347
H 1.39490 -0.21963 -0.19200 0.523
H 0.58902 -0.36677 1.37816 0.134
H -0.56911 -3.31879 0.54225 0.463
H -0.78369 -2.01645 1.73466 0.475
H -3.04852 -1.56746 0.77302 0.351
H -2.48579 -2.21752 -0.74694 0.134
H -2.63807 -4.13307 1.52358 0.590
H -2.70699 -4.48893 -0.16898 0.324
H -4.84067 -2.95377 1.41602 0.538
H -4.89135 -4.71188 1.26108 0.442
H -6.32745 -3.92346 -0.27106 -0.089
H -5.88674 -1.66088 -0.07794 1.043
H -4.56407 -1.74461 -1.19823 0.302
H -6.06071 -1.39330 -2.86729 0.302
H -8.66734 -1.67465 -2.03907 0.562
H -7.90930 -1.46140 -0.48540 0.254
H -8.20407 0.43173 -2.80746 0.267
H -8.43407 0.68821 -1.10321 0.455
H -5.88485 1.00192 -2.61325 0.036
H -6.57030 1.94947 -1.29978 0.414
H -5.74371 0.43484 -0.91519 0.181
H -7.04197 -3.19131 -3.83625 0.384
H -8.05382 -3.60220 -2.48741 0.474
H -6.79497 -5.45757 -2.11551 0.365
H -5.82789 -5.01637 -3.49724 0.389
H -4.64034 -5.43463 -1.23423 0.672
H 4.21206 -2.41138 -1.35322 0.609
H 2.99795 -1.65265 -2.37867 0.291
H 2.41900 -4.10825 -3.07445 0.170
H 3.83460 -3.35520 -3.82586 0.418
H 3.77404 -5.49459 -1.71298 0.297
H 5.20726 -4.40930 -1.82547 0.304
H 4.72809 -5.40429 -3.18722 0.374
C -4.15017 0.51344 -7.79942 -0.701
C -4.10410 1.80468 -8.63729 0.849
C -3.61300 3.08361 -7.95007 0.083
F -4.33564 3.40730 -6.86010 -0.202
F -3.70698 4.11745 -8.81670 -0.273
F -5.31385 1.99983 -9.20502 -0.271
F -3.23582 1.56543 -9.65867 -0.322
O -5.38077 0.13202 -7.18027 -0.392
C -5.77140 0.68493 -5.97953 0.838
C -6.99330 1.60448 -6.10290 0.190
F -6.82404 2.53904 -7.04883 -0.219
F -7.20005 2.23668 -4.92155 -0.232
F -4.72408 1.28267 -5.38006 -0.295
F -6.12386 -0.35148 -5.17470 -0.337
H -3.97059 -0.28985 -8.51261 0.394
H -3.32034 0.46179 -7.09441 0.350
H -2.56234 2.97939 -7.66176 0.293
H -7.88156 1.01970 -6.35298 0.241
C 5.42983 5.39052 -3.31205 -0.608
C 4.03314 4.74827 -3.42178 0.963
C 2.92759 5.56224 -4.10144 -0.002
F 2.70535 6.75212 -3.51866 -0.227
F 1.76780 4.85966 -4.03701 -0.227
F 3.64242 4.33542 -2.19488 -0.260
F 4.18215 3.61692 -4.17354 -0.312
O 5.78813 6.06429 -2.10886 -0.434
C 5.39242 7.37168 -1.88170 0.738
C 4.35622 7.49713 -0.75687 0.204
F 3.30542 6.67570 -0.94541 -0.187
F 3.88762 8.76422 -0.71150 -0.262
F 4.98352 7.94441 -3.03085 -0.295
F 6.49406 8.04390 -1.49178 -0.298
H 6.12714 4.55587 -3.34687 0.137
H 5.66442 5.99417 -4.18905 0.435
H 3.16631 5.72626 -5.15653 0.291
H 4.81320 7.25299 0.20430 0.238
C 4.34053 0.27352 5.63767 -0.988
C 5.79668 0.04379 5.19296 1.023
C 6.50638 1.18291 4.45306 0.173
F 5.86525 1.56679 3.33336 -0.194
F 7.74445 0.77133 4.08606 -0.290
F 5.86175 -1.10152 4.47933 -0.278
F 6.51595 -0.17724 6.33342 -0.301
O 3.28461 -0.19570 4.79379 -0.424
C 2.86379 0.54558 3.71037 0.792
C 3.21041 -0.10750 2.36693 0.229
F 4.51143 -0.42815 2.27590 -0.187
F 2.92676 0.75265 1.35683 -0.228
F 3.30956 1.81196 3.80192 -0.284
F 1.51189 0.60978 3.78640 -0.297
H 4.22367 -0.32305 6.54221 0.407
H 4.16828 1.29431 5.94850 0.615
H 6.62006 2.04848 5.11146 0.151
H 2.62802 -1.02157 2.22612 0.078
C 5.99573 1.84507 9.37562 -0.688
C 5.04590 2.75078 8.56842 0.945
C 5.22711 4.26708 8.69499 0.063
F 5.12001 4.70664 9.95818 -0.233
F 4.26675 4.88895 7.96713 -0.263
F 3.77182 2.39339 8.82994 -0.300
F 5.26011 2.44999 7.24548 -0.343
O 5.57041 1.34887 10.63942 -0.407
C 5.67480 2.12873 11.78149 0.756
C 4.31224 2.56391 12.33695 0.220
F 3.54734 3.14609 11.39352 -0.210
F 4.49493 3.45832 13.33264 -0.251
F 6.50388 3.16807 11.56346 -0.287
F 6.26562 1.35991 12.71691 -0.295
H 6.09927 0.94133 8.77454 0.332
H 6.99965 2.26676 9.43307 0.374
H 6.20099 4.56675 8.29484 0.300
H 3.77276 1.69968 12.72998 0.236
C 7.02888 1.43437 -3.42320 -0.551
C 7.67821 2.16510 -4.61552 1.024
C 8.25198 1.30725 -5.74824 0.019
F 9.18931 0.43894 -5.33110 -0.221
F 8.83211 2.11619 -6.66687 -0.273
F 8.60411 3.02986 -4.14765 -0.310
F 6.69321 2.92728 -5.17562 -0.295
O 7.80202 1.18720 -2.25329 -0.391
C 8.65912 0.10146 -2.18418 0.691
C 10.13932 0.50495 -2.16631 0.209
F 10.44738 1.32840 -3.18469 -0.212
F 10.90963 -0.60035 -2.27805 -0.258
F 8.37236 -0.78413 -3.16018 -0.294
F 8.39452 -0.52108 -1.01727 -0.269
H 6.25186 2.11184 -3.06927 0.319
H 6.50030 0.53623 -3.74408 0.383
H 7.44997 0.75286 -6.24583 0.292
H 10.37960 1.01271 -1.22985 0.238
C -10.10245 -4.57109 3.98795 -0.847
C -9.54181 -3.91298 2.71444 0.913
C -8.90908 -4.82603 1.66180 0.116
F -7.88658 -5.56330 2.12867 -0.259
F -8.40222 -4.05647 0.64931 -0.258
F -8.68200 -2.92926 3.06535 -0.260
F -10.58912 -3.30166 2.09749 -0.317
O -9.28298 -4.62518 5.15100 -0.400
C -8.32578 -5.61546 5.29951 0.747
C -6.88960 -5.07650 5.23087 0.187
F -6.67880 -4.33020 4.12237 -0.183
F -6.01731 -6.10765 5.19978 -0.260
F -8.54543 -6.61660 4.42154 -0.286
F -8.49886 -6.13787 6.52563 -0.288
H -10.92988 -3.93134 4.29230 0.420
H -10.55358 -5.54078 3.77478 0.373
H -9.65674 -5.49715 1.23213 0.301
H -6.67737 -4.45755 6.10424 0.247
```